1.
{"formula": "C14H70FIO22P", "method": "wB97M-V/def2-TZVPD", "elements": ["C", "C", "O", "O", "C", "C", "C", "C", "P", "C", "C", "C", "C", "C", "C", "I", "C", "C", "F", "H", "H", "H", "H", "H", "H", "H", "H", "H", "H", "H", "H", "H", "H", "H", "H", "H", "H", "H", "H", "H", "H", "H", "H", "H", "H", "H", "H", "H", "H", "O", "H", "H", "O", "H", "H", "O", "H", "H", "O", "H", "H", "O", "H", "H", "O", "H", "H", "O", "H", "H", "O", "H", "H", "O", "H", "H", "O", "H", "H", "O", "H", "H", "O", "H", "H", "O", "H", "H", "O", "H", "H", "O", "H", "H", "O", "H", "H", "O", "H", "H", "O", "H", "H", "O", "H", "H", "O", "H", "H"], "coordinates": [[3.472, 1.464, -0.112], [2.906, 2.963, -0.255], [3.117, 3.766, 0.664], [2.251, 3.252, -1.466], [1.263, 4.324, -1.313], [-0.023, 3.922, -0.460], [-0.796, 2.741, -1.284], [-2.005, 2.229, -0.361], [-2.173, 0.367, 0.010], [-0.289, 0.097, 0.343], [-1.971, 0.107, -1.893], [-4.098, 0.600, -0.281], [-2.614, -1.494, 0.221], [-1.469, -2.563, 0.340], [-2.245, -3.951, 0.749], [-0.523, -3.159, -1.570], [-2.348, 0.558, 1.927], [-1.520, 1.643, 2.690], [-3.740, 0.664, 2.397], [3.653, 0.994, -1.140], [4.447, 1.477, 0.467], [2.700, 0.815, 0.425], [1.699, 5.280, -0.899], [0.890, 4.541, -2.373], [-0.704, 4.781, -0.192], [0.310, 3.416, 0.515], [0.005, 2.002, -1.558], [-1.127, 3.250, -2.260], [-2.141, 2.985, 0.476], [-2.905, 2.488, -1.035], [-0.087, -0.417, 1.353], [0.255, -0.454, -0.481], [0.287, 1.083, 0.492], [-2.490, 0.915, -2.525], [-0.877, 0.134, -2.252], [-2.376, -0.873, -2.292], [-4.506, 1.569, 0.137], [-4.359, 0.594, -1.396], [-4.713, -0.249, 0.180], [-3.322, -1.864, -0.609], [-3.293, -1.644, 1.141], [-0.727, -2.467, 1.184], [-2.877, -3.713, 1.657], [-2.818, -4.349, -0.139], [-1.412, -4.662, 1.061], [-2.006, -0.440, 2.392], [-1.480, 1.359, 3.805], [-0.470, 1.890, 2.388], [-2.101, 2.626, 2.675], [2.498, -2.825, 0.582], [1.954, -2.934, -0.211], [3.161, -3.520, 0.509], [2.745, 0.322, -3.519], [3.352, 0.919, -3.974], [2.278, 0.896, -2.894], [0.732, 1.692, -5.422], [0.899, 1.194, -4.612], [1.346, 1.310, -6.062], [-2.049, 4.634, 1.675], [-2.900, 4.746, 2.115], [-1.469, 5.250, 2.133], [5.184, -2.930, 0.732], [5.797, -2.345, 0.273], [4.720, -2.347, 1.347], [-1.138, 4.739, 4.043], [-0.187, 4.811, 4.194], [-1.512, 4.682, 4.930], [-6.797, -1.268, 0.699], [-7.708, -1.584, 0.707], [-6.588, -1.134, 1.631], [2.766, 7.378, -1.989], [2.916, 6.892, -1.169], [3.357, 6.954, -2.622], [3.715, -5.227, 2.671], [4.330, -4.641, 2.210], [3.253, -4.643, 3.285], [1.323, -6.855, 4.087], [1.938, -6.269, 3.627], [0.860, -6.272, 4.701], [1.299, 4.772, -5.095], [0.496, 5.218, -4.804], [1.053, 3.836, -5.118], [5.667, -0.981, -3.721], [4.839, -0.596, -3.400], [6.121, -0.241, -4.140], [-6.066, 3.792, 1.795], [-6.617, 3.704, 1.009], [-5.422, 3.074, 1.711], [-4.579, 4.332, -1.275], [-3.953, 4.902, -1.737], [-5.018, 4.924, -0.653], [3.037, -9.430, 3.786], [2.212, -9.033, 4.098], [3.497, -8.699, 3.359], [0.926, -4.107, -4.713], [1.871, -3.996, -4.558], [0.553, -4.197, -3.826], [2.083, 0.613, 3.262], [2.330, 1.482, 2.922], [2.426, -0.001, 2.603], [1.080, -11.345, 5.041], [1.693, -10.756, 4.581], [0.615, -10.766, 5.656], [3.223, 1.886, -7.303], [3.454, 2.763, -7.630], [3.592, 1.286, -7.962], [-0.930, -4.060, 3.541], [-1.729, -3.608, 3.837], [-1.183, -4.991, 3.519]], "atomic_forces_ev_per_a": [[-0.4, 0.3, -0.9], [1.1, 0.0, 1.1], [-1.0, -1.6, -2.5], [0.3, -0.2, 2.8], [-1.8, 1.6, -0.3], [0.9, -2.2, -0.6], [0.5, 2.0, 1.1], [-0.5, 2.2, -1.8], [-1.4, 0.5, -1.2], [2.1, 0.3, 1.1], [0.7, -0.1, -2.4], [-1.7, -0.4, -0.1], [-0.2, -1.7, -0.1], [-2.7, -2.2, 1.6], [1.6, 0.5, -0.1], [0.1, 0.5, 0.8], [1.0, -0.8, 1.8], [-1.4, 1.0, 1.5], [1.2, 0.2, -0.2], [-0.3, 0.7, 1.5], [-1.3, 0.2, -0.7], [0.9, 1.0, -0.8], [-0.1, -1.3, -0.5], [0.9, -0.4, 1.4], [0.9, -0.9, -0.6], [-0.4, 1.0, -1.1], [-1.0, 0.4, 0.3], [0.2, -0.9, 1.2], [0.4, -1.3, -0.9], [1.2, -0.7, 1.2], [-0.2, 0.4, -1.5], [-0.6, 0.4, 1.0], [-0.9, -1.1, -0.4], [0.6, -1.0, 1.0], [-1.4, -0.1, 0.5], [0.4, 1.0, 0.5], [0.4, -0.9, -0.4], [0.4, 0.1, 1.4], [0.8, 1.3, -0.6], [1.2, 0.7, 0.9], [1.2, 0.3, -1.0], [-0.4, 0.4, -1.5], [0.5, -0.4, -1.2], [0.4, 0.4, 1.2], [-1.3, 0.5, -0.5], [-0.6, 1.2, -0.7], [0.1, 0.3, -1.5], [-1.1, -0.6, -0.1], [0.9, -1.4, -0.1], [-0.1, -0.1, 0.0], [-0.2, 0.1, 0.1], [-0.1, 0.1, -0.2], [0.2, 0.2, 0.1], [-0.3, 0.1, -0.1], [0.0, -0.1, 0.1], [0.1, 0.2, 0.0], [-0.1, -0.1, -0.1], [0.0, 0.2, 0.0], [-0.5, 0.8, -0.6], [0.1, -0.1, 0.0], [-0.1, -0.2, 0.2], [0.4, 0.1, 0.4], [0.0, -0.2, -0.1], [-0.1, 0.1, -0.2], [0.4, 0.3, 0.9], [-0.1, -0.1, 0.0], [0.0, 0.0, -0.1], [-0.4, -0.2, 0.2], [0.1, 0.0, 0.0], [0.2, 0.1, -0.1], [0.2, 0.0, 0.0], [0.0, 0.1, -0.1], [-0.1, 0.0, 0.0], [0.0, 0.1, 0.2], [0.0, -0.2, -0.1], [0.1, 0.1, -0.1], [0.0, 0.1, 0.2], [0.0, -0.2, -0.2], [0.0, -0.1, -0.1], [-0.1, 0.0, 0.1], [0.1, 0.0, 0.0], [0.0, -0.2, -0.1], [0.0, 0.3, 0.0], [-0.1, -0.2, 0.0], [0.0, -0.1, 0.0], [0.1, 0.0, -0.1], [0.1, -0.1, 0.1], [0.0, 0.0, 0.0], [-0.2, 0.4, -0.1], [0.0, -0.2, 0.1], [0.1, -0.1, 0.1], [-0.2, 0.0, 0.1], [0.2, 0.5, -0.2], [-0.1, -0.1, 0.0], [0.1, -0.1, 0.1], [-0.1, 0.0, 0.0], [0.0, 0.0, -0.2], [0.3, 0.1, 0.0], [-0.1, -0.1, 0.0], [-0.2, 0.0, 0.0], [-0.1, 0.3, 0.1], [0.1, -0.4, 0.0], [0.0, -0.1, 0.0], [0.2, -0.1, -0.2], [-0.2, 0.0, 0.2], [-0.1, 0.0, 0.1], [0.0, -0.2, 0.4], [0.1, 0.1, -0.1], [0.0, 0.1, -0.2]], "mulliken_charge": [-0.30, 0.85, -0.62, -0.30, -0.13, -0.19, 0.31, -0.21, 3.99, -0.10, -1.34, -0.60, -1.75, -0.36, -1.21, 0.02, -0.15, -0.77, -0.55, -0.01, 0.37, -0.25, -0.02, 0.17, 0.42, -0.14, -0.59, 0.30, -0.81, 0.26, 0.19, -0.02, -0.70, 0.34, -0.24, 0.35, -0.18, 0.27, 0.03, 0.43, 0.47, 0.45, 0.26, 0.44, 0.27, 0.27, 0.38, -0.16, 0.17, -0.39, 0.06, 0.32, -0.68, 0.35, 0.26, -0.65, 0.33, 0.29, -0.49, 0.18, 0.26, -0.64, 0.27, 0.32, -0.53, 0.27, 0.25, -0.60, 0.27, 0.30, -0.65, 0.38, 0.32, -0.63, 0.28, 0.33, -0.61, 0.33, 0.30, -0.66, 0.31, 0.36, -0.66, 0.33, 0.31, -0.70, 0.31, 0.38, -0.57, 0.28, 0.29, -0.69, 0.35, 0.29, -0.62, 0.32, 0.20, -0.61, 0.33, 0.27, -0.64, 0.39, 0.31, -0.59, 0.30, 0.30, -0.63, 0.30, 0.33], "homo_energy_ev": -4.1, "relative_energy_kcal_mol": 76.33, "charge": -1, "energy_ev": -80801.79290}


2.
{"formula": "CH11N2O3", "method": "wB97M-V/def2-TZVPD", "elements": ["N", "C", "N", "H", "H", "H", "H", "H", "H", "H", "O", "H", "H", "O", "H", "H", "O"], "coordinates": [[0.657, 0.011, -0.818], [-0.166, -0.061, -1.814], [-1.473, 0.064, -1.694], [0.260, 0.167, 0.116], [1.657, -0.035, -1.008], [0.136, -0.390, -2.800], [-2.103, -0.101, -2.462], [-1.895, 0.377, -0.830], [3.930, -1.005, -1.620], [3.882, 0.414, -2.165], [3.328, -0.265, -1.761], [-1.331, 1.685, 1.375], [-1.212, 0.372, 2.152], [-0.992, 0.787, 1.285], [-1.487, -0.188, 4.620], [-1.712, -1.384, 3.733], [-1.480, -0.449, 3.691]], "atomic_forces_ev_per_a": [[0.0, 0.2, -0.2], [-1.0, -0.9, -0.2], [-0.3, 0.4, 0.2], [0.3, 0.3, -0.1], [0.1, -0.1, 0.1], [0.6, 0.3, 0.0], [0.3, 0.0, -0.1], [0.2, -0.1, 0.2], [-0.1, -0.1, 0.1], [-0.1, 0.0, 0.0], [0.2, 0.0, -0.1], [0.2, 0.0, -0.1], [0.2, 0.0, -0.3], [-0.4, 0.0, 0.3], [0.1, 0.3, -0.1], [0.0, 0.0, -0.2], [-0.1, -0.3, 0.4]], "mulliken_charge": [-0.14, 0.21, -0.26, 0.28, 0.24, 0.33, 0.23, 0.22, 0.31, 0.32, -0.68, 0.30, 0.39, -0.73, 0.31, 0.30, -0.65], "homo_energy_ev": -14.9, "relative_energy_kcal_mol": 0.00, "charge": 1, "energy_ev": -10333.34156}


- What is the formula in the first record?
  C14H70FIO22P